Computed, not measured: an isolated molecule of C4H13N2O2P in a non-equilibrium geometry, with wB97M-V/def2-TZVPD.

Its HOMO-LUMO gap is 10.18 eV. Its SMILES is CCOP(=O)(NC)NC. The value obtained for the relative energy (zero: lowest compared OMol25 entry of this formula, charge and spin) is 28.4 kJ/mol.

ORCA input file:
```
! RIJCOSX wB97M-V def2-TZVPD def2/J DEFGRID3
* xyz 0 1
P -1.01 0.01 0.35
O 0.49 -0.07 0.90
O -1.97 -0.03 1.43
N -1.08 -1.28 -0.71
N -0.94 1.28 -0.76
C 2.93 0.02 0.60
C 1.52 -0.11 -0.10
C -1.12 2.60 -0.16
C -1.12 -2.66 -0.13
H -1.39 3.49 -0.71
H 3.63 -0.08 -0.10
H -1.85 2.59 0.81
H -0.50 -3.45 -0.52
H -0.81 -2.41 0.89
H -2.26 -2.94 -0.19
H -0.26 3.02 0.35
H -1.72 -1.00 -1.44
H 3.16 -0.90 1.31
H -1.43 1.32 -1.62
H 2.94 0.98 1.24
H 1.36 -1.02 -0.66
H 1.44 0.63 -0.78
*
```